#1
C45H38FN9O5SSc | ωB97M-V/def2-TZVPD

Positions of all 100 atoms, in Å:
Sc -0.12 0.17 0.11
C 4.58 1.15 3.23
C 3.58 2.11 3.14
C 2.26 1.74 2.89
C 1.92 0.40 2.73
C 2.93 -0.56 2.84
C 4.24 -0.19 3.09
N 0.61 0.03 2.36
C -0.05 -0.87 3.06
C 0.36 -1.43 4.33
C -0.41 -2.35 4.96
C -1.66 -2.80 4.43
C -2.11 -2.28 3.27
C -1.33 -1.32 2.56
N -1.74 -0.72 1.43
N -2.91 -0.95 0.97
C -3.24 -0.10 -0.09
C -4.53 -0.21 -0.62
C -4.90 0.67 -1.62
C -3.99 1.61 -2.07
C -2.73 1.63 -1.51
N -2.35 0.79 -0.54
H 5.60 1.45 3.42
H 3.82 3.16 3.26
H 1.49 2.50 2.83
H 2.67 -1.60 2.72
H 5.01 -0.95 3.17
H 1.29 -1.11 4.77
H -0.07 -2.75 5.91
H -2.24 -3.53 4.98
H -3.07 -2.57 2.85
H -5.20 -0.95 -0.21
H -5.90 0.61 -2.04
H -4.25 2.32 -2.85
H -1.98 2.33 -1.85
N 1.56 4.14 -1.30
C 2.16 4.17 -2.58
C 2.94 5.25 -2.95
C 3.53 5.28 -4.21
C 3.31 4.24 -5.10
C 2.52 3.17 -4.73
C 1.95 3.12 -3.46
S 1.03 1.68 -3.00
N 0.36 2.11 -1.50
C 0.68 3.19 -0.89
C 0.00 3.44 0.41
C -0.21 4.71 0.92
C -0.92 4.85 2.10
C -1.40 3.71 2.73
C -1.13 2.48 2.16
N -0.44 2.34 1.03
H 1.80 4.88 -0.67
H 3.10 6.06 -2.25
H 4.15 6.13 -4.49
H 3.75 4.27 -6.09
H 2.35 2.35 -5.42
H 0.13 5.59 0.38
H -1.12 5.83 2.51
H -1.96 3.76 3.65
H -1.45 1.56 2.63
C 6.22 -3.80 -1.69
C 6.55 -2.50 -0.96
C 7.57 -1.70 -1.74
C 7.90 -0.40 -1.01
C 6.65 0.39 -0.80
C 6.67 1.76 -0.74
C 5.49 2.48 -0.54
F 5.56 3.82 -0.48
C 4.29 1.86 -0.39
C 4.24 0.46 -0.45
C 2.96 -0.20 -0.26
O 1.93 0.52 -0.11
C 2.97 -1.61 -0.27
C 4.15 -2.26 -0.52
N 5.33 -1.67 -0.72
C 5.41 -0.28 -0.66
C 1.75 -2.44 -0.05
O 1.78 -3.66 -0.29
O 0.71 -1.86 0.38
H 7.16 -4.27 -1.98
H 5.64 -3.60 -2.59
H 5.69 -4.52 -1.07
H 6.96 -2.73 0.03
H 7.18 -1.49 -2.74
H 8.47 -2.31 -1.86
H 8.63 0.19 -1.56
H 8.35 -0.64 -0.04
H 7.60 2.30 -0.86
H 3.38 2.42 -0.21
H 4.13 -3.34 -0.56
N -0.73 -3.67 -1.17
C -0.54 -3.08 -2.53
C 0.07 -1.67 -2.34
O 1.15 -1.42 -2.83
O -0.67 -0.91 -1.60
H 0.23 -3.86 -0.74
H -1.28 -4.52 -1.19
H -1.18 -2.97 -0.57
H -1.51 -3.01 -3.02
H 0.14 -3.72 -3.08

Computed properties:
- Net charge: +1
- Gap between HOMO and LUMO (spin up / spin down): 5.9 / 5.9 eV
- Highest occupied orbital energy (spin up / spin down): -8.99 / -8.99 eV
- 2S+1: 1

***

#2
C45H38FN9O5SSc | ωB97M-V/def2-TZVPD

Positions of all 100 atoms, in Å:
Sc 0.37 0.29 0.83
C -5.00 1.09 -0.73
C -3.93 0.58 -1.45
C -2.63 0.90 -1.09
C -2.35 1.73 0.00
C -3.44 2.22 0.73
C -4.75 1.90 0.37
N -1.03 1.95 0.40
C -0.64 3.18 0.84
C -1.23 4.40 0.43
C -0.72 5.61 0.83
C 0.40 5.69 1.68
C 0.99 4.54 2.12
C 0.48 3.29 1.72
N 0.97 2.08 2.15
N 1.79 2.01 3.09
C 1.99 0.68 3.52
C 2.89 0.45 4.54
C 3.05 -0.84 5.00
C 2.28 -1.85 4.45
C 1.40 -1.53 3.43
N 1.26 -0.29 2.97
H -6.02 0.85 -1.01
H -4.10 -0.06 -2.31
H -1.79 0.48 -1.63
H -3.26 2.84 1.61
H -5.57 2.30 0.95
H -2.09 4.37 -0.23
H -1.19 6.52 0.48
H 0.79 6.66 1.97
H 1.85 4.56 2.77
H 3.45 1.28 4.94
H 3.75 -1.06 5.80
H 2.37 -2.88 4.78
H 0.80 -2.29 2.95
N -3.54 -0.20 3.43
C -3.27 -0.09 4.82
C -4.01 -0.79 5.76
C -3.70 -0.65 7.10
C -2.63 0.14 7.50
C -1.87 0.81 6.55
C -2.21 0.72 5.21
S -1.38 1.60 3.94
N -1.41 0.45 2.67
C -2.48 -0.24 2.54
C -2.56 -1.17 1.39
C -3.76 -1.72 0.98
C -3.77 -2.65 -0.04
C -2.56 -3.02 -0.61
C -1.41 -2.39 -0.17
N -1.40 -1.45 0.78
H -4.29 -0.84 3.22
H -4.83 -1.42 5.44
H -4.29 -1.17 7.84
H -2.39 0.24 8.55
H -1.02 1.42 6.85
H -4.70 -1.41 1.42
H -4.70 -3.09 -0.39
H -2.50 -3.78 -1.38
H -0.46 -2.64 -0.61
C 5.48 -3.42 -3.61
C 4.09 -3.37 -4.23
C 4.14 -2.87 -5.66
C 2.76 -2.95 -6.29
C 1.74 -2.25 -5.44
C 0.58 -1.78 -5.99
C -0.36 -1.12 -5.20
F -1.49 -0.68 -5.77
C -0.15 -0.90 -3.87
C 1.04 -1.36 -3.28
C 1.27 -1.12 -1.86
O 0.37 -0.53 -1.19
C 2.49 -1.60 -1.34
C 3.35 -2.29 -2.16
N 3.15 -2.53 -3.46
C 1.98 -2.05 -4.06
C 2.94 -1.35 0.08
O 3.87 -2.01 0.52
O 2.32 -0.40 0.67
H 6.14 -3.96 -4.29
H 5.50 -3.94 -2.65
H 5.89 -2.42 -3.47
H 3.68 -4.39 -4.24
H 4.86 -3.47 -6.22
H 4.51 -1.84 -5.67
H 2.48 -4.00 -6.41
H 2.76 -2.51 -7.29
H 0.38 -1.91 -7.05
H -0.88 -0.39 -3.26
H 4.25 -2.66 -1.70
N 0.88 3.18 -3.66
C 0.46 2.74 -2.33
C 1.67 2.35 -1.50
O 2.83 2.65 -2.04
O 1.59 1.81 -0.42
H 0.42 4.04 -3.94
H 0.69 2.49 -4.37
H 2.60 3.08 -2.90
H -0.23 1.90 -2.34
H -0.04 3.54 -1.79

Computed properties:
- Net charge: +1
- Gap between HOMO and LUMO: 6.2 eV
- Highest occupied orbital energy: -9.10 eV
- 2S+1: 1

***

Q: What are the energies relative to the best structure? A: #1 0.0; #2 16.2, in kcal/mol.

***

#1
C10H15N | ωB97M-V/def2-TZVPD

Positions of all 26 atoms, in Å:
C -0.42 -1.77 -0.22
C 0.13 -0.63 0.53
C 0.82 -1.02 1.84
C 0.67 0.46 -0.45
C 0.85 0.25 -1.87
C 0.21 -0.57 -2.60
N -0.56 -0.91 -3.47
C 1.41 1.54 0.36
C 0.16 1.67 1.28
C -0.56 0.64 0.50
C -2.09 0.68 0.28
H 0.33 -2.46 -0.73
H -1.03 -1.31 -0.99
H -1.00 -2.42 0.28
H 1.71 -0.32 1.86
H 1.09 -2.09 1.77
H 0.14 -0.82 2.67
H 1.76 0.78 -2.36
H -0.48 -1.93 -3.86
H 2.35 1.24 0.83
H 1.64 2.47 -0.13
H 0.32 1.69 2.43
H -0.22 2.79 1.19
H -2.25 1.79 0.16
H -2.68 0.33 1.12
H -2.32 -0.08 -0.43

Computed properties:
- Net charge: 0
- Gap between HOMO and LUMO: 8.8 eV
- SMILES: CC1(C)[C@]2(C=C=N)CC[C@]12C
- Highest occupied orbital energy: -7.89 eV
- 2S+1: 1

***

#2
C10H15N | ωB97M-V/def2-TZVPD

Positions of all 26 atoms, in Å:
C -1.01 2.96 2.57
C -0.10 2.29 1.96
C 1.02 1.43 1.96
C 0.95 0.04 2.57
C 0.23 1.76 0.54
C 0.99 2.69 -0.27
N 1.67 3.46 -0.80
C -0.61 0.78 -0.17
C 0.24 -0.10 -1.26
C -0.63 -1.23 -1.98
C 0.32 -2.08 -2.85
H -1.81 3.62 2.15
H -0.91 3.00 3.63
H 2.05 1.72 2.11
H 0.87 0.32 3.62
H 1.96 -0.52 2.46
H 0.13 -0.57 2.25
H -1.17 0.09 0.43
H -1.47 1.28 -0.60
H 0.86 -0.78 -0.75
H 0.65 0.59 -2.06
H -0.92 -1.69 -1.06
H -1.53 -0.79 -2.45
H -0.19 -2.98 -3.22
H 1.16 -2.33 -2.23
H 0.77 -1.59 -3.69

Computed properties:
- Net charge: 0
- Gap between HOMO and LUMO: 10.4 eV
- SMILES: C=C1[C@@H](C)[C@@]1(C#N)CCCC
- Highest occupied orbital energy: -9.60 eV
- 2S+1: 1

***

Q: What are the energies relative to the best structure? A: #1 27.6; #2 0.0, in kcal/mol.

***

#1
C4H10N2O4S | ωB97M-V/def2-TZVPD

Positions of all 21 atoms, in Å:
N -1.85 -1.26 0.36
C -0.82 -0.61 -0.44
C -1.11 0.90 -0.83
C -0.84 1.03 -2.26
O -1.77 1.34 -2.96
O 0.46 1.02 -2.62
C 0.47 -0.74 0.41
N 1.58 -0.23 -0.47
O 0.34 0.02 1.61
S 1.52 0.92 2.24
O 2.42 -0.04 3.33
H -1.67 -0.99 1.33
H -2.80 -0.91 0.15
H -0.84 -1.20 -1.43
H -2.17 1.03 -0.47
H -0.51 1.77 -0.32
H 0.84 0.24 -2.18
H 0.45 -1.83 0.65
H 2.25 -0.96 -0.33
H 2.02 0.48 0.07
H 2.04 0.02 4.18

Computed properties:
- Net charge: 0
- Gap between HOMO and LUMO: 9.8 eV
- SMILES: N[C@@H](CC(=O)O)[C@@H](N)OSO
- Highest occupied orbital energy: -9.61 eV
- 2S+1: 1

***

#2
C4H10N2O4S | ωB97M-V/def2-TZVPD

Positions of all 21 atoms, in Å:
H 0.75 -1.38 -2.41
N 0.24 -1.44 -1.52
C -0.26 -0.50 -0.86
N -0.53 -0.42 0.47
C -1.51 0.50 1.05
C -1.21 0.78 2.46
O -2.41 1.09 0.51
S -0.60 0.76 -2.01
O 0.34 0.59 -3.07
O -0.94 2.00 -1.44
O -1.89 0.06 -2.66
H 0.18 -0.76 1.24
H -1.76 1.58 2.80
H -0.12 1.19 2.43
H -1.20 -0.10 3.09
H -2.36 0.67 -3.15
C 2.72 -0.93 0.74
H 3.45 -1.55 0.45
H 1.92 -1.00 1.34
H 2.26 -1.18 -0.32
H 2.95 0.04 0.86

Computed properties:
- Net charge: 0
- Gap between HOMO and LUMO: 10.0 eV
- SMILES: [H]/N=C(/NC(C)=O)S(=O)(=O)O.C
- Highest occupied orbital energy: -9.86 eV
- 2S+1: 1

***

Q: What are the energies relative to the best structure? A: #1 0.0; #2 42.2, in kcal/mol.

***

#1
C19H22N2O7S | ωB97M-V/def2-TZVPD

Positions of all 51 atoms, in Å:
C -4.76 -1.50 -0.87
O -3.95 -1.05 0.18
C -2.64 -1.44 0.19
C -2.03 -2.22 -0.78
C -0.67 -2.51 -0.71
C 0.09 -2.03 0.34
N 1.48 -2.17 0.42
C 2.30 -2.36 -0.64
O 2.00 -2.88 -1.69
C 3.75 -1.91 -0.37
O 3.92 -0.51 -0.55
C 3.59 0.30 0.46
O 3.23 -0.09 1.54
C 3.89 1.75 0.12
C 2.95 2.36 -0.94
N 1.65 2.73 -0.44
S 0.71 1.43 0.10
O 0.62 1.51 1.53
O 1.28 0.27 -0.53
C -0.91 1.68 -0.58
C -1.20 1.11 -1.81
C -2.49 1.21 -2.31
C -3.46 1.86 -1.58
C -3.16 2.43 -0.35
C -1.88 2.34 0.16
C -0.53 -1.30 1.36
C -1.88 -0.98 1.29
O -2.55 -0.22 2.20
C -1.83 0.27 3.31
H -4.83 -2.60 -0.90
H -4.40 -1.14 -1.84
H -5.75 -1.09 -0.68
H -2.59 -2.59 -1.61
H -0.21 -3.08 -1.49
H 1.88 -1.64 1.19
H 4.06 -2.18 0.65
H 4.41 -2.38 -1.10
H 3.83 2.33 1.04
H 4.91 1.79 -0.27
H 3.41 3.26 -1.36
H 2.79 1.63 -1.73
H 1.70 3.43 0.29
H -0.42 0.57 -2.33
H -2.73 0.76 -3.26
H -4.47 1.93 -1.96
H -3.93 2.92 0.23
H -1.61 2.75 1.12
H 0.07 -0.93 2.17
H -1.49 -0.55 3.95
H -0.97 0.86 3.00
H -2.53 0.89 3.86

Computed properties:
- Net charge: 0
- Gap between HOMO and LUMO: 7.8 eV
- SMILES: COc1ccc(NC(=O)COC(=O)CCNS(=O)(=O)c2ccccc2)cc1OC
- Highest occupied orbital energy: -7.43 eV
- 2S+1: 1

***

#2
C19H22N2O7S | ωB97M-V/def2-TZVPD

Positions of all 51 atoms, in Å:
C 2.82 -1.34 -2.62
C 1.74 -0.32 -2.60
C 0.40 -0.41 -2.81
C -0.13 0.91 -2.64
C -1.53 1.30 -2.65
O -1.97 2.38 -2.34
O -2.32 0.25 -3.01
C -3.69 0.35 -2.67
C -3.95 -0.15 -1.24
O -5.00 0.03 -0.67
N -2.86 -0.79 -0.73
C -2.57 -1.14 0.59
C -3.53 -1.18 1.60
C -3.15 -1.51 2.89
C -1.83 -1.79 3.20
C -0.89 -1.75 2.18
S 0.85 -2.02 2.47
O 1.34 -3.02 1.57
O 1.09 -2.18 3.88
N 1.45 -0.54 1.92
C 2.88 -0.57 1.66
C 3.27 0.76 1.00
O 2.92 1.85 1.81
C 1.54 1.86 2.10
C 1.11 0.57 2.79
C -1.24 -1.44 0.89
C 0.95 1.71 -2.33
C 1.04 3.16 -2.04
O 2.07 0.96 -2.31
H 3.58 -1.08 -1.88
H 3.29 -1.38 -3.60
H 2.41 -2.32 -2.39
H -0.15 -1.29 -3.07
H -4.25 -0.27 -3.38
H -4.04 1.38 -2.74
H -2.08 -0.88 -1.36
H -4.55 -0.94 1.37
H -3.90 -1.53 3.67
H -1.50 -2.03 4.20
H 3.08 -1.41 1.00
H 3.45 -0.70 2.59
H 4.35 0.82 0.86
H 2.77 0.84 0.03
H 1.37 2.72 2.75
H 0.97 1.98 1.17
H 0.03 0.56 2.95
H 1.62 0.47 3.76
H -0.48 -1.42 0.13
H 1.65 3.32 -1.16
H 0.04 3.55 -1.89
H 1.51 3.68 -2.87

Computed properties:
- Net charge: 0
- Gap between HOMO and LUMO: 9.6 eV
- SMILES: Cc1cc(C(=O)OCC(=O)Nc2cccc(S(=O)(=O)N3CCOCC3)c2)c(C)o1
- Highest occupied orbital energy: -9.02 eV
- 2S+1: 1

***

Q: What are the energies relative to the best structure? A: #1 10.7; #2 0.0, in kcal/mol.

***

#1
C3H2NOS2 | ωB97M-V/def2-TZVPD

Positions of all 9 atoms, in Å:
O 0.88 1.27 0.71
C 0.27 0.47 0.00
N -0.75 -0.39 0.94
C -0.95 -0.88 2.02
S -1.23 -1.56 3.39
C 0.29 0.50 -1.60
S 1.24 -0.96 -0.94
H 0.76 1.38 -2.27
H -0.50 0.18 -2.25

Computed properties:
- Net charge: -1
- Gap between HOMO and LUMO: 7.3 eV
- SMILES: [O-][C@@]1(N=C=S)CS1
- Highest occupied orbital energy: -3.94 eV
- 2S+1: 1

***

#2
C3H2NOS2 | ωB97M-V/def2-TZVPD

Positions of all 9 atoms, in Å:
C 0.90 0.46 0.55
C -1.17 -0.68 -0.26
C 1.00 -0.50 -0.50
N -0.18 -1.08 -0.91
O -1.45 1.82 0.90
S 2.40 -0.87 -1.33
S -0.75 0.51 1.19
H 1.54 1.22 0.81
H -2.29 -0.88 -0.44

Computed properties:
- Net charge: -1
- Gap between HOMO and LUMO: 6.8 eV
- Highest occupied orbital energy: -3.31 eV
- 2S+1: 1

***

Q: What are the energies relative to the best structure? A: #1 0.0; #2 1.9, in kcal/mol.

***

#1
C8H14N2 | ωB97M-V/def2-TZVPD

Positions of all 24 atoms, in Å:
C 1.96 -0.77 -0.03
C 0.99 -0.32 -1.14
C 1.38 -1.01 -2.47
C 2.40 -0.34 -3.26
N 3.21 0.24 -3.84
H 3.04 -0.65 -0.12
H 1.77 -1.78 0.34
H 1.73 -0.10 0.81
H 0.86 0.76 -1.20
H 0.02 -0.73 -0.86
H 0.47 -0.94 -3.09
H 1.58 -2.07 -2.35
C -2.60 0.23 0.51
C -1.57 -0.18 1.58
C -0.62 0.96 1.96
C -1.18 2.29 2.16
N -1.62 3.32 2.34
H -3.39 -0.52 0.48
H -2.14 0.27 -0.48
H -3.03 1.19 0.77
H -1.07 -1.13 1.38
H -2.21 -0.43 2.44
H 0.14 1.05 1.18
H -0.12 0.66 2.88

Computed properties:
- Net charge: 0
- Gap between HOMO and LUMO: 12.0 eV
- SMILES: CCCC#N.CCCC#N
- Highest occupied orbital energy: -11.51 eV
- 2S+1: 1

***

#2
C8H14N2 | ωB97M-V/def2-TZVPD

Positions of all 24 atoms, in Å:
C 1.29 1.17 -1.01
C 1.24 0.07 0.10
C 2.39 -0.98 -0.24
C -0.12 -0.62 0.40
N -0.01 -1.30 1.72
C -0.45 -1.65 -0.55
N -0.49 -2.48 -1.33
C -1.36 0.28 0.44
C -2.10 0.84 -0.82
C -2.71 -0.23 0.10
H 1.15 0.77 -2.09
H 0.49 1.99 -0.89
H 2.41 1.60 -1.00
H 1.40 0.46 1.07
H 2.25 -1.28 -1.30
H 3.24 -0.43 -0.19
H 2.50 -1.86 0.35
H -0.59 -2.01 1.94
H 0.91 -1.74 1.71
H -1.29 0.86 1.35
H -1.78 0.50 -1.78
H -2.52 1.90 -0.76
H -3.54 -0.01 0.68
H -2.88 -1.27 -0.30

Computed properties:
- Net charge: 0
- Gap between HOMO and LUMO: 11.1 eV
- SMILES: CC(C)[C@](N)(C#N)C1CC1
- Highest occupied orbital energy: -10.05 eV
- 2S+1: 1

***

Q: What are the energies relative to the best structure? A: #1 0.0; #2 29.7, in kcal/mol.